No. 1
Computed, not measured: the ion C6H14NS with charge +1 at a distorted geometry, with wB97M-V/def2-TZVPD.

Values from the calculation:
total charge: +1
ΔE to the lowest compared entry with this formula, charge and spin: 54.34 kcal/mol
gap between HOMO and LUMO: 8.039 eV

XYZ file:
```
22
Properties=species:S:1:pos:R:3:forces:R:3
C 0.31864 2.26943 -0.57262 -0.98 -0.30 0.49
C -0.27006 0.93651 -0.99802 -0.95 -0.84 2.38
C 0.39098 -0.34280 -0.29635 2.77 2.43 0.90
C 1.21406 -1.21692 -1.34704 0.14 1.34 0.48
S 2.38216 -0.43562 -2.68895 0.03 -0.13 2.53
C -0.58544 -1.05376 0.85871 2.17 3.29 -4.05
C -0.84201 -0.25631 2.06432 2.94 -1.42 2.26
N -1.21044 -2.05023 0.38211 -0.04 -0.96 -1.96
H 1.33734 2.19854 -0.92314 0.62 0.80 0.57
H 0.11246 2.48038 0.53294 0.85 -0.25 -1.50
H -0.23488 3.01253 -1.15855 0.40 0.17 0.22
H -0.26671 0.86597 -2.03008 0.47 -0.51 -2.18
H -1.30483 1.00725 -0.77413 -1.33 -0.33 0.37
H 1.23003 0.32099 0.14286 -1.19 -1.86 0.77
H 1.79667 -2.01323 -0.90417 -0.28 -0.27 0.08
H 0.44397 -1.50583 -1.98434 -0.99 -1.56 -1.48
H 3.54912 -0.37065 -1.90069 -1.33 -0.06 -0.77
H 0.15156 0.29093 2.32606 -1.79 -0.95 -0.40
H -1.07677 -0.95004 2.92544 -0.08 0.95 -0.77
H -1.57997 0.49283 1.93365 -0.95 0.55 -0.36
H -1.99385 -2.52218 0.75784 -0.83 -0.40 1.20
H -1.06311 -2.33586 -0.61315 0.33 0.32 1.22
```
Forces are in eV/Å.

Löwdin population analysis, charges in e, atoms 1 to 4:
1 C -0.090
2 C -0.253
3 C -0.226
4 C -0.454

=====

No. 2
Computed, not measured: a cluster of 12 separate species, C38H107N7O12 in total at a distorted geometry, with wB97M-V/def2-TZVPD.

Values from the calculation:
total charge: 0
ΔE to the lowest compared entry with this formula, charge and spin: 68.67 kcal/mol
gap between HOMO and LUMO: 8.926 eV

XYZ file:
```
164
Properties=species:S:1:pos:R:3:forces:R:3
C -2.91732 -8.33170 2.19720 0.22 -0.24 -1.19
O -2.56878 -7.36498 1.20968 1.56 1.34 1.10
C -1.58547 -6.37051 1.69589 -1.38 -0.17 -1.20
C -1.41783 -5.29749 0.60204 1.21 0.81 1.13
C -0.27213 -4.27950 0.96658 0.14 -0.95 -0.08
N -2.63924 -4.56506 0.34376 -0.33 -0.74 0.25
H -2.07102 -8.76002 2.73424 0.48 -0.10 -0.37
H -3.34953 -9.04948 1.50000 -0.40 -0.65 0.94
H -3.58108 -8.02623 3.00603 -0.48 0.54 -0.36
H -2.01631 -5.99001 2.62201 0.36 0.39 0.14
H -0.59336 -6.80094 1.83211 -0.09 -0.45 0.31
H -1.10025 -5.82974 -0.29459 0.22 -0.27 -0.18
H 0.56079 -4.75237 1.48689 -0.10 -0.35 0.30
H -0.58206 -3.44750 1.59888 -0.36 -0.03 -0.15
H 0.23583 -3.90354 0.07847 -0.43 0.30 -0.15
H -2.43801 -3.90740 -0.39588 0.11 0.06 0.09
H -3.21115 -5.26522 -0.10658 -0.80 -0.01 0.08
C 3.13301 0.64119 -7.22777 -0.16 1.15 -0.69
O 3.14823 -0.22450 -6.13520 0.36 -0.18 -0.03
C 1.87881 -0.65276 -5.74772 -0.87 -0.27 0.62
C 0.98414 0.37056 -5.07255 -0.06 1.03 1.43
C 1.53140 1.01039 -3.77376 0.52 -0.60 0.00
N -0.29206 -0.26553 -4.70901 0.17 -0.16 -0.35
H 2.74040 1.63057 -6.99310 -0.14 0.19 0.43
H 2.51082 0.31964 -8.06299 -0.11 -0.60 -0.05
H 4.12529 0.84404 -7.63069 0.21 -0.51 0.34
H 1.29015 -1.05207 -6.57363 0.12 -0.02 -0.64
H 1.96398 -1.49896 -5.06596 0.44 0.02 0.18
H 0.76854 1.21639 -5.72537 0.22 0.07 -0.47
H 1.77010 0.29048 -2.99091 -0.13 -0.54 -0.19
H 0.79326 1.65074 -3.29084 -0.05 0.33 -0.40
H 2.47833 1.52810 -3.92670 -0.15 0.34 -0.23
H -0.91133 0.51025 -4.52251 -0.23 0.17 0.31
H -0.68208 -0.64108 -5.56163 -0.18 -0.41 -0.27
C -0.43705 -3.13018 -2.35808 0.16 0.30 -0.43
O -1.67943 -3.10496 -1.70366 -0.86 0.92 -1.62
C -2.48059 -1.93990 -2.13264 -1.20 -0.69 2.61
C -4.05445 -2.23515 -1.99784 0.72 0.77 0.72
C -4.61548 -2.67107 -3.31745 -0.43 -0.46 -0.26
N -4.74995 -1.04511 -1.47345 0.15 1.01 -1.11
H 0.19233 -2.28827 -2.06969 0.08 0.30 0.12
H -0.62077 -3.03473 -3.42823 0.35 -0.21 -0.19
H 0.11986 -4.03670 -2.12105 -0.34 -0.18 -0.01
H -2.25191 -1.24463 -1.32492 -0.03 0.67 -0.22
H -2.20407 -1.48869 -3.08555 0.14 -0.49 -0.17
H -4.28743 -3.00141 -1.25846 0.92 -0.69 -0.11
H -4.04029 -3.51564 -3.69688 0.11 -0.01 -0.10
H -4.63844 -1.87928 -4.06620 0.12 0.11 0.09
H -5.63134 -3.04165 -3.18036 -0.16 0.08 -0.09
H -5.72884 -1.16170 -1.25370 -0.15 -0.59 -0.47
H -4.41048 -0.61813 -0.62342 0.56 -0.76 -0.11
C -1.36132 7.52098 -4.22795 -0.16 -1.28 -0.68
O -1.55467 6.23474 -3.54618 0.61 2.43 0.52
C -0.59461 5.96021 -2.52548 -0.63 -2.30 -0.33
C -1.22223 4.79557 -1.67115 -0.03 1.48 1.22
C -2.55148 5.18253 -1.03110 -0.71 -0.02 -0.64
N -0.34388 4.48917 -0.51505 0.57 -0.20 -1.22
H -2.33318 7.87283 -4.57405 -0.07 -0.07 0.30
H -0.78178 7.32913 -5.13096 0.18 -0.03 -0.10
H -0.84553 8.32941 -3.70978 -0.12 -0.36 0.70
H 0.29988 5.55520 -2.99873 0.30 -0.26 -0.24
H -0.17309 6.73711 -1.88765 -0.93 0.79 0.03
H -1.37061 3.93594 -2.32469 0.30 -0.19 0.17
H -2.50846 6.14513 -0.52154 0.09 0.23 -0.21
H -2.91695 4.48790 -0.27478 0.46 -0.38 -0.04
H -3.33151 5.19226 -1.79239 -0.05 0.42 -0.01
H 0.58277 4.42620 -0.91186 0.61 -0.45 0.14
H -0.25685 5.30651 0.07187 -0.38 0.27 0.29
C 8.63802 2.75351 3.57975 -0.55 0.37 0.45
O 7.40876 2.34316 3.02825 -0.92 -0.55 -0.14
C 6.54823 1.65608 3.96601 0.69 -0.54 -1.19
C 5.05354 1.66122 3.50778 0.08 -0.08 0.68
C 4.69686 1.14316 2.11615 1.79 -0.18 0.12
N 4.58963 3.05330 3.56675 0.81 -0.43 -0.03
H 9.31722 3.05744 2.78325 -0.16 -0.10 0.02
H 9.10234 1.99805 4.21363 0.10 -0.33 -0.15
H 8.40898 3.60126 4.22547 0.40 0.34 0.16
H 6.96625 0.65758 4.09386 -0.24 -0.46 -0.19
H 6.67388 2.09120 4.95747 -0.43 0.49 0.18
H 4.53301 1.10783 4.28939 -0.16 -0.23 0.00
H 5.35061 1.69139 1.43781 -0.24 0.37 -0.35
H 3.65546 1.29615 1.83303 0.07 -0.13 0.28
H 5.06062 0.12673 1.96561 -0.59 -0.32 0.14
H 5.20715 3.42457 2.85899 -0.04 0.99 -0.34
H 4.99944 3.38534 4.42808 -0.30 0.66 0.34
C -3.87023 1.07919 0.55971 0.70 -0.23 0.49
O -4.45700 -0.11099 1.14812 0.45 1.00 0.37
C -3.54512 -0.76173 2.06970 -0.62 -0.31 -0.21
C -4.29706 -1.87079 2.83418 0.15 -0.27 -0.36
C -3.46207 -2.49121 3.96656 -0.03 0.90 0.06
N -4.71819 -2.97589 1.93746 -0.58 1.04 0.63
H -4.55510 1.70548 -0.01195 -0.55 -0.64 0.08
H -3.04848 0.79533 -0.09775 0.11 -0.07 -0.21
H -3.40702 1.74726 1.28580 -0.10 -0.20 0.46
H -2.76805 -1.29831 1.52533 0.48 0.32 -0.32
H -3.13341 0.01107 2.71885 0.21 -0.07 0.19
H -5.15161 -1.34746 3.26309 -0.43 -0.41 0.02
H -3.97272 -3.33265 4.43485 0.09 -0.19 -0.46
H -3.30710 -1.78696 4.78393 0.03 0.31 -0.04
H -2.46550 -2.74577 3.60577 -0.01 -0.44 -0.05
H -3.92473 -3.44219 1.52144 0.53 -0.28 0.09
H -5.22514 -2.58265 1.15743 -0.27 0.13 -0.13
C 3.17906 -5.88189 -0.73598 -1.13 -0.84 0.11
O 3.47992 -4.71836 -0.04747 1.04 1.09 0.93
C 3.53114 -3.57108 -0.86759 -0.82 0.81 -1.17
C 3.66508 -2.22378 -0.10921 -1.34 -0.01 -1.30
C 3.77583 -0.92866 -0.96633 -0.59 -1.05 -0.15
N 4.77263 -2.39985 0.73631 0.65 0.53 1.52
H 3.71665 -6.10214 -1.65826 0.48 0.43 -0.02
H 2.11834 -5.85399 -0.98533 -0.32 -0.13 -0.31
H 3.29776 -6.72628 -0.05699 0.20 0.09 0.05
H 4.40685 -3.62484 -1.51437 0.08 -0.21 -0.47
H 2.60736 -3.57991 -1.44610 -0.10 0.17 -0.56
H 2.72534 -2.06862 0.42079 0.05 -0.25 0.64
H 3.12697 -1.05657 -1.83278 0.04 0.12 -0.23
H 4.77518 -0.67128 -1.31727 0.10 -0.23 0.10
H 3.36177 -0.08953 -0.40732 0.21 -0.01 0.12
H 5.56713 -2.43509 0.11370 0.51 -0.26 0.24
H 4.59125 -3.32132 1.10791 0.89 -0.26 0.58
C -3.97510 1.07575 -4.75832 -1.01 0.35 -0.36
C -3.09625 1.75984 -3.72481 0.31 -1.32 -0.43
O -1.97082 2.32798 -4.40335 -0.42 0.49 0.19
H -4.94760 0.73198 -4.40596 0.19 -0.19 0.58
H -3.50880 0.24556 -5.28885 0.31 0.03 0.24
H -4.27497 1.79719 -5.51838 0.24 0.24 -0.25
H -2.67284 0.99417 -3.07475 -0.26 0.24 0.50
H -3.61334 2.55554 -3.18853 -0.15 -0.28 0.31
H -2.42699 3.06105 -4.82302 0.78 0.48 -0.60
C -2.83389 4.13783 2.89172 0.21 1.16 0.46
C -2.35137 4.85204 4.17710 0.08 -1.09 -0.24
O -3.30548 5.80996 4.55607 -0.69 0.49 -0.21
H -3.76997 3.61854 3.09709 0.17 -0.23 -0.01
H -2.06423 3.49558 2.46366 -0.07 -0.25 0.23
H -3.05864 4.89567 2.14122 -0.02 0.10 -0.07
H -1.36285 5.30197 4.08489 0.13 0.06 -0.38
H -2.26603 4.09303 4.95473 0.09 -0.18 0.20
H -3.10022 6.18640 5.41501 0.16 -0.11 0.00
C 0.46799 -0.08324 0.64635 0.35 -1.21 0.08
C 0.06469 1.07687 -0.19616 -0.07 1.05 -0.18
O -0.55700 1.98910 0.65630 -0.97 -0.55 1.46
H 0.90940 -0.90079 0.07638 0.08 0.04 -0.32
H -0.38712 -0.54114 1.14357 -0.23 0.23 0.07
H 1.19329 0.17079 1.41934 -0.03 0.30 -0.01
H -0.61577 0.81638 -1.00685 -0.12 -0.47 -0.23
H 0.89935 1.59712 -0.66603 0.54 -0.30 -0.19
H -0.58153 2.89248 0.33240 0.22 0.62 -0.71
C 0.71442 2.57856 3.98934 -0.17 0.12 -0.33
C 1.22624 3.36558 2.77922 -1.02 -0.25 0.27
O 2.19217 4.28364 3.10261 0.42 1.54 0.12
H 1.47458 1.95340 4.45780 0.08 -0.14 -0.22
H -0.13438 1.98273 3.65375 0.01 -0.32 0.13
H 0.35799 3.24762 4.77255 -0.01 0.22 -0.09
H 0.40619 3.96495 2.38378 -0.33 -0.19 -0.11
H 1.52523 2.71074 1.96074 0.12 -0.30 -0.01
H 3.03755 3.84502 3.22324 0.60 -0.49 0.27
C 2.04583 -1.07588 4.13440 -0.08 0.93 0.45
C 1.10708 -2.21248 3.74541 1.62 1.04 -0.63
O 1.29226 -3.26300 4.64029 -0.33 -0.75 0.37
H 3.11536 -1.28578 4.12201 -0.06 -0.64 -0.47
H 1.89216 -0.78177 5.17266 -0.40 0.19 0.19
H 1.89921 -0.18509 3.52357 -0.13 0.04 -0.04
H 1.47092 -2.50313 2.75989 -0.55 -0.51 -0.13
H 0.06591 -1.89156 3.71249 -0.09 0.12 -0.19
H 1.01531 -2.87711 5.47454 0.07 -0.41 0.42
```
Forces are in eV/Å.

Löwdin population analysis, charges in e, atoms 1 to 4:
1 C -0.124
2 O -0.207
3 C -0.149
4 C -0.399